The following is a quantum chemistry calculation of a molecular structure, C6H10OS, from OMol25.

## Properties
HOMO energy	-8.947	eV
total energy	-708.00451	Ha
E_LUMO	0.84	eV
energy relative to the best compared isomer or geometry (same formula, charge and spin)	120.2	kJ/mol

Geometry as ORCA input:
```
! wB97M-V def2-TZVPD RIJCOSX def2/J DEFGRID3
* xyz 0 1
C 0.09800 -1.01372 -0.15588
H 0.69060 2.68073 0.34336
H -0.54071 -0.29706 -2.10971
H 0.66801 -0.70709 1.98467
H -1.45396 -1.30305 1.35619
O 0.82167 2.15515 -0.46680
H -0.98738 1.27818 1.59027
C -1.27695 -0.67943 0.44616
S 0.57055 -2.73577 -0.40801
C 0.18150 -0.03383 -1.34385
C 0.66451 -0.19320 1.01773
H -1.14399 1.72315 -1.03824
H 1.21835 0.04976 -1.69820
C -0.61052 0.61775 0.80369
H 1.88126 -2.49729 -0.41486
C -0.27141 1.22461 -0.58802
H -2.14992 -0.58908 -0.23771
H 1.64039 0.32019 0.91921
*
```